Entry 1:
This record from the OMol25 dataset describes one molecule with the formula C4H7F in a non-equilibrium geometry. The level of theory is ωB97M-V/def2-TZVPD.

Structure (XYZ):
```
12
C4H7F ωB97M-V/def2-TZVPD
C 0.914 -0.885 -0.149
C 0.711 0.289 -1.177
C -0.486 -0.259 -0.099
C -0.926 0.697 0.962
F -1.550 -1.076 -0.472
H 1.029 -1.854 -0.504
H 1.418 -0.679 0.852
H 1.240 1.146 -0.795
H 0.920 -0.044 -2.205
H -1.162 1.677 0.560
H -0.262 0.777 1.754
H -1.845 0.211 1.274
```

The value obtained for the total energy is -256.40004 Ha. The calculation puts the LUMO energy at 1.1475 eV. For the HOMO energy, the calculation gives -9.57 eV. As for the net charge: 0. The value obtained for the HOMO-LUMO gap is 10.72 eV. Its SMILES is CC1(F)CC1.

---

Entry 2:
This record from the OMol25 dataset describes a 9-piece molecular cluster, C48H122N8O17 overall in a non-equilibrium geometry. The level of theory is ωB97M-V/def2-TZVPD.

Structure (XYZ):
```
195
C48H122N8O17 ωB97M-V/def2-TZVPD
C 9.743 4.085 2.887
O 9.938 5.307 3.532
C 9.386 5.457 4.816
C 7.859 5.742 4.866
N 7.579 7.177 4.571
C 6.120 7.451 4.757
C 5.912 8.966 4.335
O 6.759 9.713 5.212
C 6.259 10.965 5.360
H 8.738 3.980 2.478
H 9.874 3.291 3.622
H 10.426 3.978 2.045
H 9.885 6.288 5.314
H 9.678 4.590 5.409
H 7.329 5.404 5.756
H 7.334 5.205 4.076
H 7.963 7.634 5.385
H 5.840 7.299 5.799
H 5.514 6.761 4.170
H 4.854 9.205 4.445
H 5.914 9.208 3.272
H 6.947 11.649 5.859
H 5.281 11.072 5.830
H 6.132 11.415 4.376
C 2.538 4.790 -9.658
O 2.242 3.678 -10.554
C 3.359 2.925 -11.089
C 2.701 2.256 -12.365
N 1.525 1.594 -11.753
C 0.258 1.615 -12.487
C -0.213 3.083 -12.522
O -1.465 3.094 -13.287
C -2.103 4.352 -13.188
H 2.664 5.758 -10.143
H 3.262 4.630 -8.859
H 1.621 5.114 -9.166
H 3.734 2.088 -10.500
H 4.096 3.631 -11.472
H 3.377 1.684 -13.000
H 2.376 3.147 -12.901
H 1.420 2.274 -11.014
H -0.546 1.074 -11.987
H 0.326 1.243 -13.509
H 0.511 3.755 -12.981
H -0.357 3.319 -11.468
H -1.482 5.240 -13.307
H -2.694 4.454 -12.278
H -2.751 4.264 -14.060
C 5.998 -5.626 11.356
O 5.272 -5.644 10.117
C 5.368 -4.422 9.386
C 4.290 -4.421 8.308
N 2.886 -4.165 8.757
C 2.016 -4.832 7.846
C 0.569 -4.395 8.254
O 0.111 -5.291 9.267
C -0.819 -4.693 10.156
H 5.564 -6.292 12.102
H 5.980 -4.624 11.785
H 7.029 -5.920 11.163
H 6.357 -4.344 8.934
H 5.214 -3.473 9.899
H 4.441 -5.374 7.802
H 4.531 -3.641 7.585
H 2.844 -4.467 9.720
H 2.122 -5.917 7.885
H 2.365 -4.528 6.859
H -0.188 -4.517 7.480
H 0.555 -3.373 8.634
H -0.314 -3.940 10.762
H -1.433 -5.349 10.773
H -1.570 -4.096 9.639
C -1.953 3.182 13.455
O -0.698 2.928 12.845
C -0.774 2.865 11.385
C 0.648 2.683 10.917
N 0.955 3.164 9.554
C 0.136 2.408 8.578
C 0.120 3.386 7.386
O -0.500 4.629 7.495
C -1.923 4.502 7.470
H -2.398 4.097 13.063
H -1.847 3.472 14.501
H -2.609 2.319 13.350
H -1.062 3.818 10.942
H -1.355 2.065 10.927
H 0.836 1.616 11.034
H 1.196 3.258 11.663
H 0.846 4.168 9.515
H -0.876 2.292 8.966
H 0.591 1.456 8.307
H -0.174 2.839 6.491
H 1.157 3.652 7.183
H -2.131 4.045 8.437
H -2.152 3.700 6.769
H -2.578 5.320 7.171
C -6.981 2.831 8.134
O -7.569 2.811 6.824
C -8.468 1.742 6.513
C -7.939 0.226 6.522
N -6.638 0.104 5.824
C -6.416 -1.275 5.251
C -5.227 -1.144 4.339
O -5.775 -0.516 3.230
C -4.956 -0.550 2.083
H -6.413 1.911 8.273
H -7.730 2.882 8.923
H -6.362 3.683 8.417
H -8.980 1.956 5.575
H -9.367 1.753 7.130
H -8.692 -0.317 5.951
H -7.965 -0.184 7.532
H -6.603 0.546 4.916
H -7.276 -1.593 4.661
H -6.342 -1.996 6.066
H -5.000 -2.189 4.125
H -4.385 -0.562 4.715
H -5.553 -0.241 1.225
H -4.451 -1.509 1.961
H -4.215 0.249 2.083
C -9.797 2.046 -14.149
O -9.184 1.092 -13.235
C -7.872 1.002 -13.496
C -7.175 0.379 -12.335
N -7.219 1.377 -11.225
C -6.893 0.766 -9.906
C -6.560 1.876 -8.942
O -5.463 2.750 -9.216
C -5.358 3.803 -8.275
H -10.703 2.397 -13.654
H -10.106 1.623 -15.104
H -9.292 2.993 -14.339
H -7.475 2.016 -13.546
H -7.565 0.539 -14.433
H -6.131 0.096 -12.467
H -7.703 -0.555 -12.140
H -6.534 2.101 -11.389
H -5.998 0.155 -10.023
H -7.639 0.156 -9.396
H -6.188 1.359 -8.057
H -7.489 2.430 -8.812
H -4.454 4.412 -8.290
H -5.459 3.257 -7.337
H -6.203 4.460 -8.480
C 2.197 -3.376 -7.322
O 1.458 -3.517 -6.132
C 0.424 -2.561 -5.813
C 1.062 -1.286 -5.268
N 1.607 -1.385 -3.885
C 2.013 -0.035 -3.476
C 2.541 -0.064 -2.007
O 3.741 -0.874 -1.962
C 3.962 -1.322 -0.650
H 2.579 -2.364 -7.452
H 1.691 -3.789 -8.195
H 3.038 -4.055 -7.174
H -0.128 -3.096 -5.040
H -0.214 -2.294 -6.656
H 0.321 -0.487 -5.315
H 1.860 -1.040 -5.968
H 2.264 -2.139 -3.744
H 1.243 0.736 -3.449
H 2.815 0.337 -4.114
H 1.751 -0.432 -1.352
H 2.812 0.962 -1.761
H 3.563 -2.323 -0.487
H 3.595 -0.811 0.239
H 5.050 -1.348 -0.577
C 2.314 -11.599 -2.768
O 3.108 -10.409 -2.865
C 2.626 -9.079 -3.309
C 1.660 -8.512 -2.308
N 0.375 -9.121 -2.290
C -0.269 -9.293 -1.011
C -1.015 -7.970 -0.629
O -2.341 -7.917 -1.214
C -3.350 -8.403 -0.364
H 1.557 -11.465 -1.996
H 3.006 -12.435 -2.665
H 1.815 -11.794 -3.717
H 2.004 -9.149 -4.201
H 3.417 -8.357 -3.514
H 1.461 -7.466 -2.543
H 2.183 -8.521 -1.352
H -0.184 -8.641 -2.981
H 0.501 -9.619 -0.312
H -0.986 -10.101 -1.154
H -0.372 -7.218 -1.086
H -0.907 -7.544 0.369
H -4.199 -8.390 -1.048
H -3.564 -7.688 0.430
H -3.223 -9.438 -0.047
O 6.060 -3.655 -2.803
H 6.721 -3.272 -3.380
H 5.822 -2.946 -2.207
```

The value obtained for the total energy is -3618.46567 Ha. The calculation puts the LUMO energy at 0.3525 eV. For the HOMO energy, the calculation gives -8.25 eV. As for the net charge: 0. The value obtained for the HOMO-LUMO gap is 8.60 eV. Its SMILES is COCCNCCOC.COCCNCCOC.COCCNCCOC.COCCNCCOC.COCCNCCOC.COCCNCCOC.COCCNCCOC.COCCNCCOC.O.

---

Look up the LUMO of the second one. 0.3525 eV